Entry 1:
The following is a quantum chemistry calculation of a gas-phase ion, C8H12N3S (charge +1) in a non-equilibrium geometry, from OMol25.

ORCA input file:
```
! RIJCOSX wB97M-V def2-TZVPD def2/J DEFGRID3
* xyz 1 1
C -0.598 3.407 -0.353
C -0.861 -0.150 1.412
C 0.258 -1.644 0.357
C 0.112 0.659 0.542
C -0.345 -2.749 -1.677
C 0.156 3.230 0.837
C 0.437 -2.846 -0.375
C 0.906 1.868 0.651
N -1.171 3.489 -1.335
N -0.759 -1.463 1.152
N 0.794 -0.458 -0.030
S -1.659 0.752 -0.141
H -1.195 0.274 2.455
H -1.375 -2.585 -1.248
H -0.330 -3.695 -2.249
H 0.032 -1.904 -2.252
H 0.848 3.966 1.032
H -0.529 3.204 1.690
H 1.560 -2.964 -0.669
H 0.360 -3.713 0.243
H 1.528 1.919 1.488
H 1.506 2.087 -0.230
H 1.662 -0.314 -0.498
H -1.336 -0.371 -0.803
*
```

Computed properties:
Total energy = -874.14888 Eh
ΔE to the lowest compared entry with this formula, charge and spin = 267.2 kJ/mol
Max |F| = 5.485 eV Å⁻¹
Frontier orbital gap = 9.64 eV

These are the Löwdin partial charges, in e, on atoms 1 to 5:
1. C -0.30
2. C -0.32
3. C -0.38
4. C -0.49
5. C -0.06

***

Entry 2:
The following is a quantum chemistry calculation of a molecular structure, C8H12N4 in a non-equilibrium geometry, from OMol25.

ORCA input file:
```
! RIJCOSX wB97M-V def2-TZVPD def2/J DEFGRID3
* xyz 0 1
C -12.748 -1.556 -4.443
C -11.317 -1.491 -4.111
N -10.213 -1.387 -3.893
H -12.903 -2.323 -5.202
H -13.083 -0.660 -4.966
H -13.373 -1.802 -3.585
C -8.922 -2.611 -3.039
C -8.855 -3.682 -4.031
N -8.771 -4.487 -4.798
H -8.691 -1.648 -3.494
H -8.251 -2.786 -2.198
H -9.888 -2.588 -2.533
C -9.683 -2.974 -6.806
C -9.660 -3.054 -8.288
N -9.579 -3.132 -9.410
H -8.879 -2.403 -6.341
H -9.519 -4.002 -6.483
H -10.564 -2.530 -6.344
C -11.897 -2.435 -0.896
C -13.032 -1.583 -1.089
N -13.972 -0.881 -1.289
H -11.844 -2.742 0.149
H -11.011 -1.862 -1.169
H -11.975 -3.307 -1.546
*
```

Computed properties:
Total energy = -530.88481 Eh
ΔE to the lowest compared entry with this formula, charge and spin = 524.9 kJ/mol
Max |F| = 6.908 eV Å⁻¹
Frontier orbital gap = 10.52 eV

These are the Löwdin partial charges, in e, on atoms 1 to 5:
1. C -0.03
2. C -0.18
3. N 0.08
4. H 0.09
5. H 0.10

***

Entry 3:
The following is a quantum chemistry calculation of 4 unconnected molecules or ions with the total composition C8H12N4 in a non-equilibrium geometry, from OMol25.

ORCA input file:
```
! RIJCOSX wB97M-V def2-TZVPD def2/J DEFGRID3
* xyz 0 1
C -0.179 0.095 -0.146
C 1.145 0.500 0.414
N 2.163 0.789 0.905
H -0.684 0.941 -0.613
H -0.776 -0.227 0.706
H -0.062 -0.731 -0.847
C -1.218 -1.775 -2.616
C -0.467 -0.599 -3.085
N 0.149 0.339 -3.359
H -0.738 -2.683 -2.981
H -2.229 -1.676 -3.010
H -1.245 -1.772 -1.526
C 2.760 2.931 0.287
C 3.572 2.314 1.364
N 4.181 1.867 2.255
H 2.116 3.723 0.668
H 2.109 2.156 -0.119
H 3.397 3.330 -0.503
C -2.236 -1.148 1.743
C -2.558 -2.298 2.615
N -2.885 -3.241 3.200
H -1.746 -0.354 2.306
H -3.094 -0.800 1.168
H -1.473 -1.680 1.175
*
```

Computed properties:
Total energy = -530.90789 Eh
ΔE to the lowest compared entry with this formula, charge and spin = 464.3 kJ/mol
SMILES string = CC#N.CC#N.CC#N.CC#N
Max |F| = 6.185 eV Å⁻¹
Frontier orbital gap = 10.05 eV

These are the Löwdin partial charges, in e, on atoms 1 to 5:
1. C -0.05
2. C -0.13
3. N 0.12
4. H 0.10
5. H 0.01

***

Entry 4:
The following is a quantum chemistry calculation of 4 unconnected molecules or ions with the total composition C8H12N4, from OMol25.

ORCA input file:
```
! RIJCOSX wB97M-V def2-TZVPD def2/J DEFGRID3
* xyz 0 1
C -4.277 -1.320 -1.013
C -3.287 -1.324 0.051
N -2.502 -1.327 0.887
H -4.166 -2.224 -1.616
H -4.133 -0.451 -1.647
H -5.275 -1.400 -0.583
C 0.594 -0.673 -0.212
C 1.857 0.032 -0.418
N 2.865 0.549 -0.600
H -0.221 0.004 0.016
H 0.729 -1.371 0.611
H 0.382 -1.248 -1.114
C 3.292 3.239 -2.333
C 4.133 2.547 -3.298
N 4.803 2.008 -4.054
H 3.588 3.043 -1.305
H 2.259 2.893 -2.388
H 3.297 4.309 -2.533
C -0.923 -1.586 3.749
C -0.109 -0.476 3.266
N 0.529 0.402 2.890
H -0.964 -2.384 3.012
H -1.940 -1.253 3.948
H -0.530 -1.988 4.682
*
```

Computed properties:
Total energy = -531.01779 Eh
ΔE to the lowest compared entry with this formula, charge and spin = 175.8 kJ/mol
SMILES string = CC#N.CC#N.CC#N.CC#N
Max |F| = 0.653 eV Å⁻¹
Frontier orbital gap = 11.40 eV

These are the Löwdin partial charges, in e, on atoms 1 to 5:
1. C -0.06
2. C -0.25
3. N 0.16
4. H 0.09
5. H 0.09

***

Entry 5:
The following is a quantum chemistry calculation of a molecular structure, C8H12N4O3 in a non-equilibrium geometry, from OMol25.

ORCA input file:
```
! RIJCOSX wB97M-V def2-TZVPD def2/J DEFGRID3
* xyz 0 1
C 2.551 0.901 1.220
C 1.130 0.532 1.229
C -1.271 0.897 0.269
C -2.269 1.449 1.338
C -1.346 -0.742 0.017
C -0.898 -0.912 -1.457
C -0.142 -2.021 -1.751
C -0.380 -0.659 -3.572
H 3.746 0.348 3.098
H 2.628 -1.057 1.799
H 2.912 1.085 0.086
H 2.782 2.031 1.577
H 0.054 2.511 0.722
H -1.562 1.279 -0.767
H -0.722 -1.357 0.667
H -2.408 -0.806 0.001
H 0.329 -2.775 -1.235
H -0.367 -0.557 -4.691
H 0.682 -2.553 -3.540
H -3.715 0.782 2.625
N 3.473 -0.199 1.989
N 0.228 1.235 0.434
N -1.126 -0.082 -2.517
N 0.201 -1.801 -2.936
O 0.790 -0.508 1.648
O -2.040 2.348 2.063
O -3.260 0.630 1.685
*
```

Computed properties:
Total energy = -756.57380 Eh
ΔE to the lowest compared entry with this formula, charge and spin = 704.1 kJ/mol
Max |F| = 11.124 eV Å⁻¹
Frontier orbital gap = 8.96 eV

These are the Löwdin partial charges, in e, on atoms 1 to 5:
1. C -0.23
2. C -0.60
3. C -0.16
4. C -0.52
5. C -0.04

***

Entry 6:
The following is a quantum chemistry calculation of 2 unconnected molecules or ions with the total composition C8H12N5O2 in a non-equilibrium geometry, from OMol25.

ORCA input file:
```
! RIJCOSX wB97M-V def2-TZVPD def2/J DEFGRID3
* xyz 1 1
C -0.974 -2.151 0.330
C -1.490 -0.857 0.002
C -0.371 0.015 0.252
C 3.088 -0.052 0.975
C -1.707 1.934 0.147
C 1.923 -0.465 0.753
C 4.065 0.050 -0.109
C -2.004 2.525 1.434
N 0.329 -2.128 0.441
N -0.438 1.281 0.290
N 0.725 -0.817 0.447
N -2.715 -0.332 -0.150
N -0.335 -1.769 -2.291
O -3.800 -0.846 -0.120
O -2.648 1.008 -0.426
H -1.621 -3.033 0.433
H 3.500 0.307 1.986
H -1.546 2.737 -0.617
H 3.714 -0.600 -0.982
H 4.037 1.112 -0.454
H 5.120 -0.256 0.136
H -2.110 1.892 2.227
H -1.130 3.305 1.608
H -3.070 2.884 1.428
H 0.384 -2.593 -2.106
H -1.050 -2.102 -2.973
H 0.122 -1.050 -2.662
*
```

Computed properties:
Total energy = -735.76275 Eh
ΔE to the lowest compared entry with this formula, charge and spin = 858.7 kJ/mol
Max |F| = 6.406 eV Å⁻¹
Frontier orbital gap = 7.42 eV

These are the Löwdin partial charges, in e, on atoms 1 to 5:
1. C 0.00
2. C -0.11
3. C -0.22
4. C -0.07
5. C -0.38

***

Entry 7:
The following is a quantum chemistry calculation of a gas-phase ion, C8H12NO (charge +1) in a non-equilibrium geometry, from OMol25.

ORCA input file:
```
! RIJCOSX wB97M-V def2-TZVPD def2/J DEFGRID3
* xyz 1 1
C -1.483 -0.149 1.274
C -0.254 -0.671 1.198
C -1.846 0.294 -0.084
C 0.169 -0.561 -0.253
C -3.136 0.909 -0.436
C 0.757 -1.759 -0.943
C 2.799 0.319 0.147
C 1.405 0.686 0.002
N -0.901 0.071 -0.927
O 0.944 1.855 0.062
H -2.123 -0.063 2.132
H 0.348 -1.119 1.966
H -3.205 1.906 0.003
H -3.954 0.317 -0.029
H -3.232 0.987 -1.514
H 1.630 -2.140 -0.423
H 1.004 -1.507 -1.972
H -0.001 -2.542 -0.963
H 3.431 1.172 0.400
H 3.153 -0.123 -0.789
H 2.923 -0.467 0.897
H 1.572 2.585 0.250
*
```

Computed properties:
Total energy = -441.71558 Eh
ΔE to the lowest compared entry with this formula, charge and spin = 82.5 kJ/mol
Max |F| = 3.629 eV Å⁻¹
Frontier orbital gap = 8.77 eV

These are the Löwdin partial charges, in e, on atoms 1 to 5:
1. C 0.04
2. C 0.00
3. C -0.31
4. C -0.42
5. C 0.00

***

Entry 8:
The following is a quantum chemistry calculation of a gas-phase ion, C8H12NO (charge +1) in a non-equilibrium geometry, from OMol25.

ORCA input file:
```
! RIJCOSX wB97M-V def2-TZVPD def2/J DEFGRID3
* xyz 1 1
C -2.926 -0.920 1.145
C -2.015 -0.383 0.577
C -0.999 0.384 0.059
O -1.276 1.629 -0.131
C -2.573 2.078 -0.027
N 0.416 -0.195 -0.050
C 1.566 0.710 -0.589
C 2.463 -0.371 -1.036
C 2.233 -1.389 0.112
C 0.712 -1.434 0.344
H -3.944 -1.209 1.439
H -2.764 2.336 1.078
H -3.219 1.184 -0.228
H -2.874 2.953 -0.692
H 2.014 1.192 0.305
H 1.283 1.472 -1.341
H 3.532 -0.054 -1.046
H 2.205 -0.863 -1.958
H 2.712 -2.280 -0.045
H 2.675 -0.917 0.961
H 0.235 -2.146 -0.297
H 0.543 -1.776 1.423
*
```

Computed properties:
Total energy = -441.61726 Eh
ΔE to the lowest compared entry with this formula, charge and spin = 340.6 kJ/mol
SMILES string = C#CC(OC)=[N+]1CCCC1
Max |F| = 12.670 eV Å⁻¹
Frontier orbital gap = 8.57 eV

These are the Löwdin partial charges, in e, on atoms 1 to 5:
1. C 0.26
2. C -0.05
3. C -0.14
4. O 0.03
5. C -0.04